Formula: C6H8ClN3O2
Source: OMol25
Level of theory: the ωB97M-V functional and the def2-TZVPD basis

Results
* DFT total energy: -1008.1660 hartree
* energy relative to the best compared isomer or geometry (same formula, charge and spin): 112.16 kcal/mol
* LUMO energy (alpha / beta): -0.0348 / -0.0348 hartree
* multiplicity: 1
* total charge: 0
* molar mass: 189.60 g/mol

Each line ends with the Mulliken charge.
Positions of all 20 atoms, in Å:
C1 2.65 1.34 -0.15  0.379
C2 -0.21 -1.45 -0.12  -0.640
C3 -0.88 0.96 0.62  -0.679
C4 1.50 0.98 0.45  -0.249
C5 1.19 -1.00 -0.51  -0.742
C6 -1.14 -0.19 -0.40  -0.032
N1 3.71 1.74 -0.39  -0.451
N2 0.38 1.71 0.31  -0.297
N3 2.31 -1.76 0.07  0.980
O1 3.36 -1.73 -0.62  -0.584
O2 2.22 -2.22 1.16  -0.599
Cl1 -2.82 -0.91 -0.16  -0.191
H1 -0.71 -2.31 -0.60  0.455
H2 -0.27 -1.42 1.01  0.253
H3 -1.67 1.70 0.39  0.350
H4 -0.81 0.54 1.62  0.361
H5 1.79 0.52 1.34  0.408
H6 1.39 -0.79 -1.53  0.605
H7 -1.23 0.10 -1.49  0.337
H8 0.37 2.09 -0.64  0.337



Formula: C8H9O8PPd
Source: OMol25
Level of theory: the ωB97M-V functional and the def2-TZVPD basis

Results
* DFT total energy: -1380.4910 hartree
* energy relative to the best compared isomer or geometry (same formula, charge and spin): 111.38 kcal/mol
* LUMO energy (alpha / beta): -0.3866 / -0.3724 hartree
* ⟨S²⟩: 2.01
* multiplicity: 3
* total charge: +2
* molar mass: 370.55 g/mol

Each line ends with the Mulliken charge.
Positions of all 27 atoms, in Å:
O1 0.00 3.10 0.00  -0.033
C1 0.00 1.96 0.01  0.246
Pd1 0.01 -0.01 0.02  0.482
O2 0.00 0.00 -3.11  -0.092
C2 0.00 0.00 -1.97  0.361
C3 0.00 -1.96 0.01  0.180
O3 0.00 -3.10 0.00  -0.029
C4 -1.96 0.00 0.00  0.275
O4 -3.10 0.00 0.00  -0.044
C5 1.96 0.00 0.01  0.238
O5 3.10 0.00 0.00  -0.037
C6 1.46 -2.03 3.05  -0.705
O6 1.71 -0.66 2.67  -0.431
P1 0.15 0.13 2.53  1.244
O7 0.23 0.36 4.21  -0.407
C7 -0.79 -0.32 4.93  -0.785
O8 -1.41 0.87 2.32  -0.461
C8 -1.40 2.28 2.71  -0.944
H1 2.28 -2.54 2.58  0.276
H2 0.52 -2.42 2.63  0.373
H3 1.47 -2.14 4.12  0.244
H4 -1.34 -1.04 4.29  0.374
H5 -0.34 -0.86 5.73  0.282
H6 -1.44 0.46 5.28  0.299
H7 -2.00 2.33 3.60  0.274
H8 -0.38 2.63 2.89  0.489
H9 -1.84 2.83 1.90  0.331



Formula: C20H32N4O3
Source: OMol25
Level of theory: the ωB97M-V functional and the def2-TZVPD basis

Results
* DFT total energy: -1226.0631 hartree
* energy relative to the best compared isomer or geometry (same formula, charge and spin): 5.20 kcal/mol
* SMILES string: CCN(CC(=O)Nc1ccc(N2CCOCC2)cc1)CC(=O)NC(C)(C)C
* LUMO energy: 0.0252 hartree
* multiplicity: 1
* total charge: 0
* molar mass: 376.50 g/mol

Each line ends with the Mulliken charge.
Positions of all 59 atoms, in Å:
C1 5.74 2.58 0.92  -1.127
H1 6.11 3.48 1.40  0.435
H2 6.21 1.72 1.39  0.275
H3 6.04 2.60 -0.13  0.283
C2 4.22 2.52 1.05  -0.767
N1 3.58 1.35 0.48  0.295
C3 3.74 0.14 1.29  -1.213
H4 3.63 -0.74 0.65  0.548
C4 2.66 0.14 2.38  0.514
O1 2.82 0.68 3.45  -0.665
N2 1.53 -0.50 2.01  -0.094
H5 1.48 -0.88 1.08  0.296
C5 0.33 -0.67 2.84  1.562
C6 0.72 -1.39 4.13  -1.881
H6 -0.16 -1.54 4.76  0.448
H7 1.44 -0.80 4.68  0.424
H8 1.15 -2.36 3.91  0.387
C7 -0.26 0.70 3.16  -1.510
H9 -0.57 1.20 2.24  0.191
H10 -1.13 0.59 3.80  0.431
H11 0.48 1.31 3.67  0.425
C8 -0.66 -1.51 2.04  -1.671
H12 -1.56 -1.67 2.62  0.467
H13 -0.93 -1.01 1.11  0.290
H14 -0.23 -2.48 1.80  0.401
H15 4.72 0.10 1.78  0.474
C9 3.82 1.12 -0.93  -0.847
C10 2.64 0.34 -1.52  0.476
O2 2.77 -0.55 -2.33  -0.679
N3 1.47 0.79 -1.01  0.029
C11 0.16 0.35 -1.24  0.300
C12 -0.89 1.07 -0.68  -0.936
C13 -2.20 0.67 -0.85  -0.317
C14 -2.51 -0.46 -1.60  1.054
C15 -1.45 -1.18 -2.17  -0.133
C16 -0.14 -0.78 -1.99  -1.348
H16 0.66 -1.35 -2.44  0.517
H17 -1.64 -2.05 -2.77  0.297
N4 -3.83 -0.87 -1.71  0.083
C17 -4.20 -2.13 -2.29  -1.154
H18 -5.11 -2.46 -1.79  0.377
C18 -4.46 -1.99 -3.80  -0.332
O3 -4.97 -0.70 -4.11  -0.412
C19 -5.75 -0.18 -3.07  -0.489
C20 -4.89 0.12 -1.83  -0.881
H19 -5.52 0.12 -0.92  0.286
H20 -4.44 1.11 -1.94  0.526
H21 -6.19 0.74 -3.45  0.354
H22 -6.57 -0.88 -2.82  0.314
H23 -3.53 -2.07 -4.38  0.321
H24 -5.16 -2.76 -4.14  0.330
H25 -3.43 -2.88 -2.10  0.427
H26 -2.98 1.24 -0.37  0.476
H27 -0.67 1.96 -0.10  0.394
H28 1.57 1.52 -0.31  0.139
H29 3.88 2.08 -1.44  0.465
H30 4.74 0.56 -1.14  0.366
H31 3.78 3.40 0.56  0.419
H32 3.94 2.55 2.11  0.360



Formula: C2H6O2
Source: OMol25
Level of theory: the ωB97M-V functional and the def2-TZVPD basis

Results
* DFT total energy: -230.2411 hartree
* energy relative to the best compared isomer or geometry (same formula, charge and spin): 24.81 kcal/mol
* SMILES string: OCCO
* LUMO energy: 0.0299 hartree
* multiplicity: 1
* total charge: 0
* molar mass: 62.07 g/mol

Each line ends with the Mulliken charge.
Positions of all 10 atoms, in Å:
C1 -0.69 0.63 -0.24  -0.421
C2 0.77 0.58 0.21  -0.400
H1 -1.22 -0.72 1.10  0.336
H2 -0.82 0.65 -1.33  0.305
H3 -1.19 1.53 0.23  0.262
H4 0.68 0.67 1.29  0.260
H5 1.38 1.36 -0.12  0.338
H6 0.60 -1.18 -0.41  0.383
O1 -1.37 -0.59 0.05  -0.552
O2 1.38 -0.61 -0.12  -0.512



Formula: CH14N12
Source: OMol25
Level of theory: the ωB97M-V functional and the def2-TZVPD basis

Results
* DFT total energy: -703.1171 hartree
* energy relative to the best compared isomer or geometry (same formula, charge and spin): 11.64 kcal/mol
* LUMO energy (alpha / beta): 0.0260 / 0.0272 hartree
* multiplicity: 1
* total charge: 0
* molar mass: 194.21 g/mol

Each line ends with the Mulliken charge.
Positions of all 27 atoms, in Å:
C1 -4.20 1.14 0.14  -0.847
N1 -0.75 -1.46 -0.14  0.305
N2 -1.62 -0.71 0.37  -0.526
N3 0.47 -1.26 0.20  0.047
N4 0.82 2.02 -0.25  -0.520
N5 -3.96 -0.22 0.41  -0.340
N6 -2.88 -0.79 -0.26  -0.296
N7 1.47 -2.09 -0.24  -0.475
N8 2.00 1.68 -0.83  -0.212
N9 2.76 -1.54 -0.63  -0.282
N10 3.12 1.32 0.28  -0.391
N11 3.45 -0.87 0.37  -0.374
N12 2.87 0.20 1.00  -0.205
H1 -4.20 1.27 -0.85  0.341
H2 -5.00 1.42 0.84  0.333
H3 -3.44 1.81 0.53  0.307
H4 -1.04 -2.11 -0.94  0.311
H5 0.28 1.15 0.18  0.223
H6 0.80 2.79 0.39  0.241
H7 -3.92 -0.41 1.39  0.252
H8 -3.08 -1.89 -0.29  0.270
H9 1.25 -2.79 -0.89  0.236
H10 2.28 2.53 -1.31  0.269
H11 2.74 -0.88 -1.49  0.288
H12 4.03 1.01 -0.25  0.369
H13 3.88 -1.47 1.01  0.261
H14 1.86 0.16 1.26  0.416



Formula: C28H46CaN2O6Si3
Source: OMol25
Level of theory: the ωB97M-V functional and the def2-TZVPD basis

Results
* DFT total energy: -3201.8891 hartree
* energy relative to the best compared isomer or geometry (same formula, charge and spin): 17.76 kcal/mol
* LUMO energy: 0.1686 hartree
* multiplicity: 1
* total charge: -2
* molar mass: 631.02 g/mol

Each line ends with the Mulliken charge.
Positions of all 86 atoms, in Å:
Ca1 0.28 -0.11 -1.11  1.683
O1 2.15 1.78 1.19  -0.658
C1 1.20 2.79 0.90  0.408
C2 1.29 3.30 -0.54  -1.676
N1 0.56 2.45 -1.49  1.283
C3 1.33 2.20 -2.70  -0.716
C4 2.59 1.36 -2.39  0.544
O2 3.61 1.57 -3.04  -0.804
O3 2.43 0.51 -1.45  -0.788
C5 -0.77 2.97 -1.78  -0.857
C6 -1.77 1.93 -2.32  0.219
O4 -2.75 2.36 -2.93  -0.839
O5 -1.49 0.71 -2.07  -0.728
H1 2.40 1.32 0.36  0.426
H2 0.18 2.42 1.08  -0.409
H3 1.38 3.60 1.61  0.412
H4 0.91 4.33 -0.60  0.469
H5 2.34 3.34 -0.83  0.517
H6 0.71 1.62 -3.40  0.413
H7 1.64 3.12 -3.21  0.246
H8 -1.19 3.33 -0.84  0.340
H9 -0.73 3.82 -2.47  0.308
N2 1.04 -1.58 0.66  0.446
C7 1.77 -2.81 0.51  0.582
C8 2.38 -3.30 1.67  -1.091
C9 2.98 -4.54 1.73  -0.719
C10 2.93 -5.35 0.61  -0.885
C11 2.38 -4.85 -0.55  -1.042
C12 1.86 -3.55 -0.68  0.288
C13 1.50 -3.11 -2.08  0.921
C14 2.21 -3.74 -3.12  -0.806
C15 1.90 -3.50 -4.45  -0.676
C16 0.88 -2.61 -4.75  -0.646
C17 0.26 -1.91 -3.72  -0.417
C18 0.54 -2.12 -2.36  -0.223
H10 0.05 -1.78 0.91  -0.847
H11 1.39 -1.08 1.47  0.248
H12 2.34 -2.68 2.56  0.564
H13 3.43 -4.88 2.66  0.376
H14 3.32 -6.36 0.64  0.333
H15 2.34 -5.50 -1.42  0.548
H16 3.04 -4.40 -2.90  0.480
H17 2.46 -3.99 -5.23  0.339
H18 0.61 -2.43 -5.79  0.348
H19 -0.50 -1.18 -3.99  0.430
C19 -2.93 2.22 1.25  -1.135
O6 -2.04 1.15 1.36  -0.127
Si1 -1.98 0.05 2.65  0.174
C20 -3.45 0.49 3.77  -1.387
C21 -0.49 0.68 3.63  -1.220
C22 -1.93 -1.64 2.06  1.634
Si2 -1.38 -2.97 3.18  0.352
C23 -1.17 -4.64 2.32  -1.047
C24 0.27 -2.66 4.10  -1.241
C25 -2.53 -3.35 4.65  -1.286
Si3 -3.28 -2.08 0.88  -0.109
C26 -2.71 -3.16 -0.56  -0.678
C27 -4.71 -3.07 1.66  -1.213
C28 -4.13 -0.61 0.05  -0.859
H20 -3.70 2.20 2.04  0.420
H21 -3.44 2.19 0.29  0.319
H22 -2.39 3.17 1.35  0.206
H23 -3.42 1.51 4.15  0.368
H24 -3.43 -0.20 4.62  0.296
H25 -4.41 0.34 3.27  0.334
H26 -0.64 1.75 3.82  0.349
H27 0.44 0.58 3.07  0.213
H28 -0.36 0.18 4.59  0.382
H29 -0.68 -4.56 1.35  0.149
H30 -2.14 -5.11 2.15  0.314
H31 -0.58 -5.32 2.94  0.378
H32 0.92 -1.96 3.59  0.155
H33 0.81 -3.60 4.20  0.379
H34 0.08 -2.27 5.10  0.464
H35 -3.53 -3.67 4.33  0.295
H36 -2.65 -2.48 5.29  0.299
H37 -2.10 -4.15 5.26  0.347
H38 -2.30 -4.12 -0.23  0.293
H39 -1.94 -2.68 -1.16  -0.162
H40 -3.56 -3.38 -1.23  0.409
H41 -4.41 -4.07 1.95  0.283
H42 -5.53 -3.16 0.93  0.325
H43 -5.10 -2.57 2.55  0.282
H44 -3.46 -0.10 -0.64  -0.009
H45 -4.51 0.12 0.76  0.246
H46 -4.98 -0.99 -0.52  0.463



Formula: C27H78N6O15
Source: OMol25
Level of theory: the ωB97M-V functional and the def2-TZVPD basis

Results
* DFT total energy: -2532.4279 hartree
* LUMO energy (alpha / beta): 0.0637 / 0.0628 hartree
* ⟨S²⟩: 0.75
* multiplicity: 2
* total charge: -1
* molar mass: 726.95 g/mol

Each line ends with the Mulliken charge.
Positions of all 126 atoms, in Å:
C1 -0.10 1.82 6.21  -1.626
C2 -0.88 1.60 4.93  0.030
C3 -1.07 2.91 4.28  0.173
O1 -1.73 3.83 5.09  -0.463
C4 -3.10 3.61 5.35  -0.615
N1 -0.04 0.72 4.08  -0.047
H1 0.32 0.94 6.69  0.283
H2 -0.63 2.32 7.01  0.391
H3 0.76 2.49 6.13  0.376
H4 -1.86 1.12 5.02  0.642
H5 -1.64 2.88 3.35  -0.306
H6 -0.13 3.36 3.95  0.364
H7 -3.84 3.42 4.57  0.106
H8 -3.49 4.46 5.91  0.328
H9 -3.14 2.80 6.08  0.303
H10 0.09 -0.04 4.73  -0.277
H11 0.92 1.04 4.13  0.352
C5 -2.71 1.92 -5.92  -1.224
C6 -1.54 2.79 -5.52  -0.966
C7 -1.74 3.49 -4.15  -0.470
O2 -2.41 2.58 -3.20  -0.081
C8 -2.17 2.96 -1.82  -0.406
N2 -0.29 2.12 -5.80  -0.291
H12 -3.67 2.45 -5.98  0.379
H13 -2.75 1.01 -5.32  -0.192
H14 -2.48 1.68 -6.95  0.810
H15 -1.55 3.64 -6.21  -0.060
H16 -2.27 4.44 -4.22  0.592
H17 -0.79 3.79 -3.70  0.239
H18 -2.90 2.55 -1.13  -0.150
H19 -2.10 4.04 -1.66  0.512
H20 -1.19 2.61 -1.48  0.175
H21 -0.22 2.15 -6.81  0.508
H22 0.45 2.76 -5.55  0.253
C9 1.39 -2.24 3.76  -1.408
C10 1.27 -2.54 5.24  0.367
C11 2.52 -2.21 6.05  -1.051
O3 3.47 -3.19 5.62  -0.204
C12 4.79 -2.97 6.04  -0.866
N3 0.25 -1.63 5.76  -0.591
H23 1.92 -3.04 3.24  0.537
H24 1.91 -1.30 3.58  0.091
H25 0.41 -2.16 3.29  0.406
H26 0.91 -3.55 5.48  0.313
H27 2.37 -2.39 7.11  0.516
H28 2.88 -1.19 5.95  0.288
H29 5.34 -3.85 5.70  0.265
H30 4.90 -2.98 7.12  0.321
H31 5.27 -2.09 5.62  0.322
H32 -0.69 -1.97 5.61  0.226
H33 0.31 -1.48 6.76  0.219
C13 -0.14 -6.05 -2.00  -1.524
C14 1.32 -5.78 -2.24  0.577
C15 1.67 -4.33 -1.82  -0.023
O4 2.92 -3.93 -2.32  -0.416
C16 2.94 -3.57 -3.75  -0.755
N4 2.00 -6.76 -1.39  -0.829
H34 -0.44 -5.66 -1.03  0.317
H35 -0.45 -7.08 -2.18  0.391
H36 -0.67 -5.38 -2.68  0.304
H37 1.62 -5.98 -3.27  0.426
H38 1.51 -4.17 -0.76  0.361
H39 1.01 -3.65 -2.36  -0.219
H40 2.88 -2.49 -3.87  0.153
H41 2.09 -3.88 -4.38  0.368
H42 3.83 -3.84 -4.32  0.370
H43 2.99 -6.66 -1.55  0.288
H44 1.92 -6.41 -0.44  0.301
C17 0.69 -0.66 0.02  0.071
C18 -0.43 0.23 0.52  0.112
O5 0.09 1.30 1.37  0.340
O6 1.65 -0.03 -0.80  -0.572
H45 0.28 -1.56 -0.44  0.191
H46 1.21 -1.12 0.86  -0.112
H47 -1.04 -0.34 1.22  0.377
H48 -1.03 0.68 -0.27  -0.335
H49 0.12 0.96 2.27  0.046
H50 1.35 -0.08 -1.71  0.093
C19 -4.81 0.81 0.99  -0.501
C20 -3.88 1.55 1.95  0.210
O7 -3.45 0.76 3.08  -0.583
O8 -6.05 0.64 1.60  -0.530
H51 -4.28 -0.11 0.72  0.274
H52 -5.00 1.48 0.15  0.261
H53 -4.54 2.35 2.29  0.173
H54 -3.02 2.01 1.44  -0.074
H55 -2.53 0.96 3.26  0.207
H56 -6.38 1.51 1.84  0.326
C21 -4.19 -1.32 -3.00  -0.614
C22 -2.74 -1.70 -2.81  -0.199
O9 -1.99 -0.67 -2.20  0.045
O10 -4.36 -0.19 -3.80  -0.505
H57 -4.71 -1.13 -2.07  0.237
H58 -4.74 -2.07 -3.56  0.350
H59 -2.27 -1.77 -3.79  -0.088
H60 -2.62 -2.71 -2.43  0.311
H61 -1.32 -0.38 -2.83  0.185
H62 -3.91 0.57 -3.43  0.238
C23 0.56 -1.14 -4.91  -1.338
C24 -0.14 -1.29 -6.27  -0.755
O11 0.35 -2.50 -6.91  0.306
O12 0.05 -0.13 -4.06  1.082
H63 1.63 -1.07 -5.11  0.364
H64 0.38 -2.10 -4.41  0.140
H65 0.25 -0.41 -6.79  0.111
H66 -1.21 -1.10 -6.19  -0.283
H67 0.16 -2.38 -7.84  0.313
H68 -0.07 0.60 -4.67  -0.434
C25 4.19 1.90 0.67  0.315
C26 5.61 2.15 1.03  -0.824
O13 6.15 3.30 0.40  -0.534
O14 4.02 1.41 -0.60  -0.418
H69 3.59 2.81 0.74  0.323
H70 3.79 1.20 1.40  0.020
H71 6.27 1.35 0.70  0.379
H72 5.73 2.34 2.09  0.302
H73 6.21 3.16 -0.55  0.304
H74 3.17 1.00 -0.75  0.286
C27 0.80 4.38 -0.44  0.241
O15 0.69 5.54 -0.84  -0.752
N5 0.07 3.83 0.50  0.092
N6 1.70 3.58 -0.85  0.115
H75 0.18 2.86 0.74  -0.020
H76 -0.64 4.38 0.98  0.167
H77 1.73 2.61 -0.58  -0.098
H78 2.35 3.90 -1.55  0.183



Formula: C7H10MoN4O3
Source: OMol25
Level of theory: the ωB97M-V functional and the def2-TZVPD basis

Results
* DFT total energy: -783.8231 hartree
* LUMO energy: -0.6098 hartree
* multiplicity: 1
* total charge: +4
* molar mass: 294.12 g/mol

Each line ends with the Mulliken charge.
Positions of all 25 atoms, in Å:
Mo1 0.49 -0.09 -0.37  2.614
N1 1.75 -0.72 1.54  -0.658
C1 1.99 -0.40 3.00  -0.270
C2 2.31 1.01 3.29  0.338
O1 2.56 2.06 3.54  0.161
N2 0.32 1.63 -0.66  -0.767
C3 0.38 2.89 -1.36  -0.259
C4 1.24 2.88 -2.57  0.477
O2 1.90 2.84 -3.46  0.168
O3 1.40 -0.69 -1.58  -0.526
H1 1.46 -1.71 1.60  0.396
H2 2.69 -0.82 1.12  0.369
H3 2.86 -0.96 3.38  0.370
H4 1.14 -0.67 3.63  0.427
H5 0.76 3.69 -0.70  0.352
H6 -0.62 3.23 -1.67  0.368
N3 -2.57 -0.73 -0.07  -0.293
C5 -3.45 -1.51 -0.69  0.088
C6 -2.76 -2.27 -1.66  -0.586
C7 -1.46 -1.91 -1.57  -0.366
N4 -1.30 -0.95 -0.52  -0.041
H7 -2.77 -0.09 0.69  0.183
H8 -4.50 -1.50 -0.42  0.498
H9 -3.20 -2.98 -2.35  0.426
H10 -0.62 -2.25 -2.15  0.531